This record from the OMol25 dataset describes C8H18Cl2O3PTb as an isolated structure at a distorted geometry. The level of theory is ωB97M-V with the def2-TZVPD basis set.

Highest occupied orbital energy (alpha / beta) ... -16.74 / -16.69 eV
<S²> ... 12.69
DFT total energy ... -2627.043407 hartree
Kohn-Sham gap (alpha / beta) ... 8.51 / 8.66 eV

```
! wB97M-V def2-TZVPD RIJCOSX def2/J DEFGRID3
* xyz 2 7
C 0.598 -3.249 -1.179
C 1.054 -2.082 -0.387
H -0.509 -3.221 -1.233
H 1.006 -4.229 -0.856
H 0.991 -3.085 -2.183
O 0.269 -1.353 0.307
Cl 2.684 -1.583 -0.704
Tb 0.004 1.086 0.886
P -0.140 0.645 -2.014
C -1.657 1.248 -2.869
C 1.041 2.041 -2.257
H 1.483 -0.788 -3.197
H 0.481 0.174 -4.310
H -0.219 -1.244 -3.505
C 0.470 -0.401 -3.369
H 2.031 1.715 -1.878
H 1.126 2.242 -3.339
H -1.484 1.412 -3.949
H -2.073 2.164 -2.418
H 0.747 2.958 -1.713
H -2.403 0.446 -2.770
C -2.376 1.034 0.385
O -3.457 0.928 0.014
Cl 0.357 3.395 1.498
C -0.415 -0.175 5.390
C 0.525 0.338 4.296
O -0.037 0.030 2.882
H -1.463 0.077 5.183
H -0.139 0.253 6.357
H -0.282 -1.264 5.496
H 0.574 1.441 4.260
H 1.550 -0.056 4.326
H -0.338 -0.899 2.850
*
```

***

This record from the OMol25 dataset describes C8H18ClF6MgNO7S2 as an isolated structure at a distorted geometry. The level of theory is ωB97M-V with the def2-TZVPD basis set.

Highest occupied orbital energy ... -9.04 eV
ΔE to the lowest compared entry with this formula, charge and spin ... 0.0 kcal/mol
DFT total energy ... -2953.038875 hartree
Kohn-Sham gap ... 8.95 eV

```
! wB97M-V def2-TZVPD RIJCOSX def2/J DEFGRID3
* xyz 0 1
Mg -0.676 0.254 0.498
C 0.122 3.218 -2.429
F 0.265 2.150 -3.231
F 1.326 3.557 -1.980
F -0.403 4.216 -3.117
S -1.079 2.750 -1.073
O -1.811 3.886 -0.696
O -1.772 1.613 -1.620
N -0.153 2.103 0.135
S 0.620 3.159 1.089
O 0.720 4.475 0.554
O 0.256 2.953 2.450
C 2.348 2.506 0.993
F 2.479 1.355 1.672
F 2.725 2.255 -0.281
F 3.181 3.392 1.516
Cl -2.759 0.378 1.561
C 2.437 -1.852 -1.855
C 1.731 -0.533 -1.627
O 1.278 -0.353 -0.271
H 1.806 -2.694 -1.551
H 3.351 -1.955 -1.263
H 2.652 -1.949 -2.919
H 0.859 -0.485 -2.276
H 2.388 0.301 -1.882
H 1.979 -0.640 0.324
C -3.253 -2.494 -1.258
C -1.831 -2.410 -0.838
O -1.375 -1.030 -0.912
H -3.609 -3.524 -1.308
H -3.386 -2.038 -2.246
H -3.892 -1.930 -0.579
H -1.185 -3.005 -1.484
H -1.723 -2.690 0.206
H -1.419 -0.729 -1.827
C -0.961 -2.027 3.477
C 0.305 -1.681 2.709
O 0.283 -0.323 2.197
H -1.275 -1.190 4.105
H -0.823 -2.896 4.120
H -1.799 -2.196 2.800
H 0.432 -2.344 1.850
H 1.195 -1.824 3.330
H 0.449 0.271 2.940
*
```

***

This record from the OMol25 dataset describes an isolated molecule of C8H18ClOPSi at a distorted geometry. The level of theory is ωB97M-V with the def2-TZVPD basis set.

Highest occupied orbital energy (alpha / beta) ... -5.90 / -9.44 eV
<S²> ... 2.01
DFT total energy ... -1481.808639 hartree
Kohn-Sham gap (alpha / beta) ... 6.59 / 7.63 eV

```
! wB97M-V def2-TZVPD RIJCOSX def2/J DEFGRID3
* xyz 0 3
C 0.990 -0.649 0.179
C -0.164 -2.095 -1.392
C -0.660 -2.061 1.101
C 1.426 -3.242 0.086
C 0.169 3.043 1.455
C -2.154 1.621 0.134
C 0.128 2.514 -1.557
C 0.477 -2.045 -0.012
O 0.068 0.286 0.304
Si -0.316 1.780 0.134
P 2.767 -0.326 0.168
Cl 2.784 1.688 0.435
H -0.309 -3.163 -1.645
H 0.552 -1.747 -2.192
H -0.970 -1.302 -1.436
H -1.249 -2.946 0.709
H -1.284 -1.265 1.130
H -0.313 -2.176 2.078
H 0.805 -4.194 0.190
H 1.871 -3.203 1.193
H 2.123 -3.253 -0.714
H 1.071 3.677 1.104
H -0.703 3.620 1.428
H 0.176 2.596 2.503
H -2.719 0.786 -0.456
H -2.478 1.530 1.180
H -2.632 2.527 -0.280
H 0.781 1.926 -2.181
H -0.779 2.580 -2.126
H 0.541 3.493 -1.522
*
```

***

This record from the OMol25 dataset describes a 2-piece molecular cluster, C8H18FNO5S overall. The level of theory is ωB97M-V with the def2-TZVPD basis set.

Highest occupied orbital energy ... -9.20 eV
ΔE to the lowest compared entry with this formula, charge and spin ... 47.7 kcal/mol
DFT total energy ... -1244.475160 hartree
Kohn-Sham gap ... 9.08 eV

```
! wB97M-V def2-TZVPD RIJCOSX def2/J DEFGRID3
* xyz 0 1
C 2.420 -0.060 -0.819
O 1.546 0.732 -1.610
C 0.521 0.000 -2.238
C -0.351 -0.811 -1.294
C -1.541 -1.431 -2.029
C -2.536 -2.103 -1.071
C -3.746 -1.269 -0.692
O -3.353 0.005 -0.117
S -3.835 1.335 -0.896
O -3.521 1.199 -2.288
O -2.670 2.327 -0.198
F -1.445 2.180 -0.894
H 2.567 -1.056 -1.253
H 3.376 0.449 -0.751
H 2.011 -0.197 0.180
H -0.115 0.736 -2.731
H 0.938 -0.657 -3.016
H 0.204 -1.620 -0.816
H -0.723 -0.151 -0.507
H -1.146 -2.210 -2.689
H -2.025 -0.700 -2.675
H -2.887 -3.054 -1.472
H -2.008 -2.325 -0.140
H -4.438 -1.138 -1.525
H -4.300 -1.786 0.093
O 3.445 0.189 2.133
C 3.044 0.960 2.983
N 1.891 1.664 2.820
C 3.790 1.200 4.275
H 1.545 2.308 3.505
H 1.377 1.541 1.963
H 4.788 1.565 4.040
H 3.883 0.255 4.806
H 3.292 1.922 4.922
*
```

***

This record from the OMol25 dataset describes C8H18LuO4 as an isolated structure at a distorted geometry. The level of theory is ωB97M-V with the def2-TZVPD basis set.

Highest occupied orbital energy (alpha / beta) ... -15.01 / -15.82 eV
<S²> ... 1.76
ΔE to the lowest compared entry with this formula, charge and spin ... 21.4 kcal/mol
DFT total energy ... -1851.239407 hartree
Kohn-Sham gap (alpha / beta) ... 7.35 / 6.19 eV

```
! wB97M-V def2-TZVPD RIJCOSX def2/J DEFGRID3
* xyz 2 2
C 3.340 2.796 0.545
O 2.250 1.889 0.344
C 1.606 1.473 1.569
C 0.407 0.650 1.271
C -0.730 1.173 0.464
O -0.369 1.236 -0.940
C -1.478 1.507 -1.805
Lu 1.631 1.150 -1.502
H 3.755 3.041 -0.437
H 2.965 3.707 1.030
H 4.104 2.314 1.167
H 1.318 2.390 2.115
H 2.335 0.912 2.167
H 0.206 -0.197 1.925
H -1.011 2.192 0.778
H -1.596 0.508 0.551
H -1.101 1.531 -2.832
H -2.222 0.707 -1.697
H -1.917 2.477 -1.540
H 1.008 -1.914 0.554
O -3.614 -3.372 -0.448
C -2.831 -2.332 -0.830
C -1.325 -2.585 -0.772
O -0.892 -2.733 0.564
C 0.485 -2.932 0.687
H -3.012 -1.402 -0.224
H -3.018 -2.005 -1.890
H -0.783 -1.751 -1.265
H -1.083 -3.509 -1.334
H 0.714 -3.167 1.733
H 0.858 -3.754 0.053
*
```

***

This record from the OMol25 dataset describes an isolated molecule of C8H18N2 at a distorted geometry. The level of theory is ωB97M-V with the def2-TZVPD basis set.

Highest occupied orbital energy ... -7.40 eV
ΔE to the lowest compared entry with this formula, charge and spin ... 37.0 kcal/mol
DFT total energy ... -425.071990 hartree
Kohn-Sham gap ... 8.39 eV
Structure (SMILES) ... CCN(N=C(C)C)C(C)C

```
! wB97M-V def2-TZVPD RIJCOSX def2/J DEFGRID3
* xyz 0 1
C 2.766 0.726 0.474
C 1.460 0.191 1.049
N 0.413 -0.156 0.093
N -0.858 -0.064 0.614
C -1.529 1.038 0.457
C -2.911 1.109 1.009
C -0.942 2.319 -0.135
C 0.639 -1.366 -0.751
C -0.161 -1.236 -2.068
C 0.219 -2.637 -0.021
H 3.229 0.004 -0.217
H 2.551 1.665 -0.027
H 3.428 0.875 1.299
H 1.695 -0.657 1.713
H 1.132 1.031 1.695
H -2.927 1.748 1.891
H -3.200 0.092 1.337
H -3.575 1.479 0.214
H -0.023 2.584 0.351
H -0.796 2.147 -1.183
H -1.651 3.161 -0.044
H 1.698 -1.401 -0.977
H -0.003 -0.262 -2.549
H 0.173 -2.018 -2.775
H -1.207 -1.415 -1.878
H -0.818 -2.619 0.304
H 0.877 -2.857 0.844
H 0.321 -3.481 -0.719
*
```

***

This record from the OMol25 dataset describes a 2-piece molecular cluster, C8H18N2 overall at a distorted geometry. The level of theory is ωB97M-V with the def2-TZVPD basis set.

Highest occupied orbital energy (alpha / beta) ... -9.08 / -9.08 eV
ΔE to the lowest compared entry with this formula, charge and spin ... 19.7 kcal/mol
DFT total energy ... -425.099540 hartree
Kohn-Sham gap (alpha / beta) ... 9.91 / 9.92 eV
Structure (SMILES) ... [H]/N=C(\N)C=C.CC(C)(C)C

```
! wB97M-V def2-TZVPD RIJCOSX def2/J DEFGRID3
* xyz 0 1
H -3.015 -1.053 2.425
N -2.551 -1.325 1.561
C -2.706 -0.502 0.607
N -3.392 0.687 0.684
C -2.026 -0.738 -0.678
C -1.391 -1.874 -0.954
H -3.604 1.208 -0.150
H -3.977 0.858 1.485
H -2.087 0.063 -1.404
H -1.353 -2.652 -0.211
H -0.998 -2.082 -1.936
C 1.643 -1.111 -0.142
C 1.605 0.404 -0.099
C 2.901 0.922 0.524
C 1.442 0.969 -1.509
C 0.375 0.926 0.787
H 1.879 -1.532 0.834
H 0.652 -1.511 -0.439
H 2.372 -1.468 -0.865
H 3.769 0.569 -0.035
H 2.992 0.569 1.550
H 2.922 2.011 0.529
H 2.321 0.756 -2.111
H 0.572 0.536 -1.994
H 1.315 2.048 -1.475
H 0.467 0.483 1.781
H 0.481 2.005 0.882
H -0.609 0.833 0.357
*
```